The following is a quantum chemistry calculation of the molecule CH7Cl2NSi2, from OMol25.

Values from the calculation:
- total energy (Eh) = -1596.543818
- charge = 0
- SMILES string = CN([SiH2]Cl)[SiH2]Cl
- energy above the lowest of the compared OMol25 structures with the same formula, charge and spin (kJ/mol) = 0.00
- HOMO level (eV) = -9.495

Geometry (Å):
C1 -0.1965 -0.2042 1.4907
N1 -0.0703 -0.2024 0.0494
Si1 1.7050 -0.1262 -0.6425
Cl1 2.5144 1.6198 -0.1049
Si2 -1.4628 0.0631 -0.9216
Cl2 -2.2666 1.8898 -0.6042
H1 0.5661 -0.8410 1.9397
H2 -0.0940 0.8047 1.9052
H3 -1.1769 -0.5870 1.7761
H4 1.6033 -0.2522 -2.0820
H5 2.3865 -1.2122 0.0519
H6 -2.4774 -0.9219 -0.5482
H7 -1.0308 -0.0304 -2.3095

Atom charges from the Mulliken analysis, given in e for atoms 1 to 4: -0.99 0.13 0.49 -0.22

The following is a quantum chemistry calculation of a 5-piece molecular cluster, C33H73N3O5 overall, from OMol25.

Values from the calculation:
- total energy (Eh) = -1841.475160
- charge = 0
- SMILES string = CC1(C)CCCC(C)(C)N1O.CC1(C)CCCC(C)(C)N1O.CC1(C)CCCC(C)(C)N1O.CC(C)O.CC(C)O
- energy above the lowest of the compared OMol25 structures with the same formula, charge and spin (kJ/mol) = 0.00
- HOMO level (eV) = -7.878

Geometry (Å):
C1 1.9632 0.9661 -2.5595
C2 1.6770 1.9051 -3.7170
C3 0.8471 3.0854 -3.1899
C4 3.0645 2.4532 -4.1330
C5 3.0933 3.0789 -5.5330
C6 2.4297 2.1805 -6.5612
C7 1.0195 1.7553 -6.1558
C8 0.0476 2.9290 -6.3025
C9 0.6044 0.6358 -7.1273
N1 1.1011 1.1749 -4.8235
O1 -0.1353 0.5613 -4.4908
H1 2.3572 1.5097 -1.6983
H2 1.0527 0.4799 -2.1907
H3 2.6505 0.1655 -2.8349
H4 1.2244 3.4940 -2.2499
H5 0.6326 3.9083 -3.8658
H6 -0.1246 2.6598 -2.8943
H7 3.4048 3.2236 -3.4449
H8 3.7505 1.6020 -4.1940
H9 2.6349 4.0765 -5.5126
H10 4.1139 3.2781 -5.8739
H11 3.0631 1.2907 -6.6395
H12 2.4139 2.6558 -7.5437
H13 -0.8431 2.8293 -5.6804
H14 -0.2849 3.0314 -7.3365
H15 0.5225 3.8696 -6.0196
H16 1.3662 -0.1351 -7.2074
H17 0.4311 1.0843 -8.1088
H18 -0.3531 0.2181 -6.8202
H19 0.0947 -0.1967 -3.9390
C10 2.8911 3.6589 0.6555
C11 1.5538 4.2033 1.1762
C12 1.0393 5.3463 0.3078
C13 0.4806 3.1227 1.0725
C14 0.5350 2.0683 2.2018
C15 0.6926 2.6503 3.6018
C16 1.6477 3.8459 3.7375
C17 1.2323 4.6222 4.9665
C18 3.0818 3.2729 3.9332
N2 1.5960 4.6713 2.5447
O2 2.4451 5.7941 2.6921
H20 3.0293 3.9948 -0.3803
H21 3.7075 4.2196 1.1174
H22 2.9217 2.5803 0.7554
H23 1.8265 6.0563 0.0233
H24 0.7335 4.9559 -0.6679
H25 0.2002 5.9063 0.7178
H26 -0.5178 3.5550 1.0555
H27 0.6850 2.5016 0.1951
H28 -0.4228 1.5377 2.1492
H29 1.2329 1.2561 1.9774
H30 1.0788 1.8056 4.1904
H31 -0.2562 2.8411 4.1118
H32 0.2291 5.0354 4.8450
H33 1.9213 5.4349 5.1962
H34 1.2163 3.9323 5.8117
H35 3.8064 4.0637 3.7364
H36 3.2319 2.3906 3.3126
H37 3.2611 2.9514 4.9646
H38 1.8745 6.5372 2.4714
C19 -1.0966 -3.3565 4.6489
C20 -2.5813 -3.0395 4.5385
C21 -3.2655 -3.4791 5.8525
C22 -2.7359 -1.5266 4.3938
C23 -4.1450 -1.1330 3.9888
C24 -4.5466 -1.8387 2.7013
C25 -4.4277 -3.3605 2.7990
C26 -5.5886 -3.9179 3.6374
C27 -4.4962 -3.9149 1.3762
N3 -3.0853 -3.6505 3.3150
O3 -2.8636 -5.0527 3.3261
H39 -0.9173 -4.3978 4.9293
H40 -0.5631 -3.2348 3.7029
H41 -0.5929 -2.7309 5.3888
H42 -2.5092 -3.4834 6.6410
H43 -4.0789 -2.8211 6.1496
H44 -3.6514 -4.5044 5.8729
H45 -2.4709 -1.0629 5.3485
H46 -1.9945 -1.1685 3.6726
H47 -4.8698 -1.3503 4.7786
H48 -4.1878 -0.0471 3.8612
H49 -3.8396 -1.4973 1.9376
H50 -5.5547 -1.5322 2.4245
H51 -5.5623 -5.0073 3.7113
H52 -6.5206 -3.6763 3.1186
H53 -5.6528 -3.4861 4.6342
H54 -5.0854 -3.2355 0.7541
H55 -4.8259 -4.9445 1.2834
H56 -3.4919 -3.8101 0.9598
H57 -3.3339 -5.3899 4.1021
C28 -1.6341 -0.3478 -0.0383
C29 -0.7961 -1.3222 -0.8802
C30 -1.0405 -2.7685 -0.5170
O4 -0.9269 -1.0672 -2.2671
H58 -1.7316 0.6146 -0.5477
H59 -1.0980 -0.0832 0.8753
H60 -2.6262 -0.7242 0.2164
H61 0.2260 -1.0587 -0.5895
H62 -0.5532 -3.4489 -1.2172
H63 -2.1036 -3.0133 -0.6330
H64 -0.7180 -2.9884 0.4990
H65 -1.7481 -1.4374 -2.6059
C31 3.0532 -6.1166 -3.5806
C32 2.8177 -4.9318 -2.6677
C33 1.7956 -5.2391 -1.5855
O5 4.0516 -4.5630 -2.0363
H66 2.1562 -6.3119 -4.1737
H67 3.3516 -7.0136 -3.0409
H68 3.8392 -5.8372 -4.2848
H69 2.5067 -4.0680 -3.2519
H70 0.7982 -5.4413 -1.9841
H71 1.7008 -4.3844 -0.9134
H72 2.0988 -6.1015 -0.9870
H73 4.3420 -5.2788 -1.4621

Atom charges from the Mulliken analysis, given in e for atoms 1 to 4: -1.38 2.05 -1.47 -1.17

The following is a quantum chemistry calculation of C23H43Cl2N4O7SiSn as an isolated structure, from OMol25.

Values from the calculation:
- total energy (Eh) = -3072.053493
- charge = -1
- HOMO level (eV) = -3.562

Geometry (Å):
C1 3.5758 -2.0630 -6.4998
C2 2.9303 -1.4167 -7.6808
H1 2.8981 -2.7784 -6.0317
H2 3.8266 -1.2956 -5.7701
H3 4.4888 -2.5922 -6.7813
C3 2.9043 -2.0100 -8.8915
C4 3.3600 -3.4132 -9.1216
H4 2.6317 -1.4818 -9.8073
H5 2.8248 -4.1258 -8.4703
H6 4.4413 -3.5287 -8.9416
H7 3.1724 -3.7060 -10.1653
Sn1 1.5353 0.1781 -2.9966
Cl1 3.2134 1.6296 -4.1319
C5 -0.0327 2.8819 -2.5936
O1 -0.0835 1.6087 -2.4855
N1 -1.1450 3.6000 -2.6218
C6 -2.4563 2.9357 -2.6910
C7 -1.0817 5.0520 -2.7762
H8 0.9319 3.4081 -2.6059
H9 -2.5867 2.2596 -1.8404
H10 -2.5754 2.3814 -3.6302
H11 -3.1869 3.7445 -2.6575
H12 -0.5113 5.4633 -1.9324
H13 -2.1064 5.4345 -2.7717
H14 -0.5902 5.3523 -3.7157
H15 -2.6979 2.5145 2.0874
H16 -1.3462 1.1899 4.7033
C8 -3.0164 1.4966 2.3533
C9 -1.7131 0.3498 4.1025
N2 -1.8779 0.7061 2.7179
H17 -3.4860 1.0687 1.4551
C10 -1.0130 0.4697 1.7031
O2 -1.1460 0.8681 0.5612
H18 -0.9770 -0.4571 4.1231
H19 1.7049 0.0108 -0.4491
H20 -3.7064 1.5172 3.2026
H21 -2.6757 0.0269 4.5068
H22 0.0699 -3.9931 0.8384
H23 -0.9729 -3.9435 -2.9596
C11 -0.9147 -4.0748 0.3443
C12 -1.6128 -3.9189 -2.0731
N3 -0.9075 -3.3444 -0.9222
H24 -1.6681 -3.6812 1.0518
C13 -0.3085 -2.1497 -1.0374
O3 -0.2414 -1.5117 -2.0872
H25 -2.5125 -3.3376 -2.2928
H26 0.1808 -1.7889 -0.0938
H27 -1.1440 -5.1218 0.1242
H28 -1.9242 -4.9425 -1.8354
O4 1.3687 -0.3549 -6.2540
C14 2.2854 -0.0872 -7.3382
C15 1.0444 0.2097 -9.6079
C16 1.7423 0.7281 -8.5076
H29 0.7391 -0.8562 -9.5949
C17 0.6657 1.0318 -10.6916
H30 3.0727 0.5132 -6.8418
C18 2.0126 2.1077 -8.4971
H31 0.1259 0.6127 -11.5429
C19 0.9403 2.3953 -10.6572
C20 1.6203 2.9109 -9.5641
H32 2.5097 2.5526 -7.6281
H33 0.6794 3.0446 -11.4877
H34 1.8323 3.9829 -9.4986
Si1 -0.3683 -0.7529 -6.3195
Cl2 -0.2218 -2.8530 -6.5510
C21 -1.4175 -0.6844 -7.8858
C22 -0.4266 1.2402 -5.9773
C23 -1.6806 -0.8070 -4.9012
H35 -1.2479 0.1913 -8.5139
H36 -2.4626 -0.6628 -7.5521
H37 -1.3193 -1.5709 -8.5251
H38 -2.2006 -1.7864 -4.8396
H39 -2.4672 -0.0502 -5.1344
H40 -1.2835 -0.5892 -3.8893
H41 -0.2232 1.7408 -6.9282
H42 0.3837 1.5515 -5.3095
H43 -1.3501 1.6685 -5.5739
O5 1.1927 -0.3123 1.3797
N4 0.2044 -0.3647 2.1367
O6 0.1341 -1.1501 3.1152
O7 2.3567 -0.0634 -1.1810

Atom charges from the Mulliken analysis, given in e for atoms 1 to 4: -1.68 0.69 0.18 0.25